DFT (ωB97M-V with the def2-TZVPD basis set) results for a molecular structure, C54H42N7O4P2PbS4Se2.

The geometry in XYZ format:
```
116
Properties=species:S:1:pos:R:3:forces:R:3:lowdin_charge:R:1
Pb 0.90534 -0.18198 -0.44648 0.13 -0.43 -0.50 1.22
O -2.11775 -5.21128 -0.19267 -0.13 -0.20 -0.22 0.04
C -2.10585 -4.97190 -1.51423 -0.06 -0.07 0.11 -0.28
C -2.65412 -5.93617 -2.36461 -0.01 -0.03 -0.01 -0.03
C -2.67418 -5.73888 -3.73232 0.04 0.04 0.03 -0.10
C -2.14390 -4.57455 -4.28616 -0.02 -0.05 0.03 -0.11
C -1.59282 -3.62525 -3.44501 0.02 0.00 -0.06 -0.04
C -1.56020 -3.80065 -2.06307 0.07 0.08 -0.10 -0.07
C -0.89948 -2.74475 -1.23885 -0.10 -0.03 -0.02 -0.47
O -0.28523 -1.81995 -1.84116 0.11 0.09 0.36 -0.21
N -1.02437 -2.91751 0.07345 0.26 0.27 -0.06 0.03
N -0.31804 -2.01123 0.83975 -0.13 -0.09 -0.42 -0.06
C -0.50097 -2.10963 2.09135 -0.05 -0.04 0.32 -0.08
C 0.20723 -1.30277 3.09798 -0.05 -0.08 -0.01 -0.16
C -0.54106 -0.75705 4.13863 -0.08 0.08 0.02 -0.03
C 0.03856 0.03249 5.11459 -0.02 -0.07 -0.02 -0.11
C 1.40190 0.27464 5.06364 0.05 -0.08 -0.03 -0.10
C 2.18030 -0.29976 4.07010 -0.01 0.04 0.01 -0.06
C 1.58556 -1.09135 3.09976 0.03 -0.13 0.21 -0.32
O 2.31577 -1.75594 2.11466 -0.07 0.10 -0.01 -0.44
H -1.73268 -4.39046 0.22493 0.06 0.08 0.15 0.05
H -3.06116 -6.83460 -1.91621 0.00 0.03 -0.02 0.11
H -3.10916 -6.49720 -4.37297 0.00 0.01 0.00 0.09
H -2.16290 -4.41341 -5.35678 0.00 -0.01 0.02 0.09
H -1.16376 -2.71135 -3.83664 0.00 -0.02 0.00 0.11
H -1.25226 -2.81519 2.45048 0.04 -0.02 0.01 0.14
H -1.60926 -0.94337 4.15086 0.02 0.02 0.00 0.12
H -0.56985 0.47529 5.89126 0.00 0.01 -0.02 0.10
H 1.86978 0.91647 5.79916 -0.01 -0.01 -0.03 0.11
H 3.24743 -0.13199 4.03949 -0.02 0.04 0.00 0.09
Se -6.07922 2.77994 -1.43036 -0.01 -0.03 -0.04 0.27
P -4.14206 3.46487 -1.86526 0.06 0.05 0.10 0.51
C -3.75081 4.93001 -0.87107 -0.05 -0.02 0.10 -0.36
C -4.37161 6.14556 -1.16154 0.04 0.02 0.05 -0.10
C -4.24101 7.21591 -0.29180 0.02 -0.04 0.01 -0.08
C -3.50909 7.07294 0.88326 -0.06 -0.04 -0.04 -0.09
C -2.90518 5.86170 1.18244 -0.12 0.00 0.02 -0.08
C -3.02537 4.78923 0.30758 -0.02 0.05 -0.02 -0.07
C -4.01305 3.98111 -3.60548 0.00 -0.01 -0.04 -0.35
C -3.29090 5.10168 -3.99986 -0.03 -0.01 -0.05 -0.10
C -3.26157 5.48415 -5.33527 0.01 -0.03 0.03 -0.08
C -3.95881 4.74722 -6.28083 0.01 0.02 0.02 -0.09
C -4.68266 3.62671 -5.89187 0.01 -0.01 0.03 -0.08
C -4.71371 3.24558 -4.55919 0.04 0.01 -0.06 -0.11
C -2.82723 2.26453 -1.50104 -0.21 -0.22 0.11 -0.42
C -1.42860 2.15844 -1.57987 -0.15 0.11 0.10 -0.42
N -1.12547 0.98436 -0.98288 0.11 -0.02 -0.21 -0.16
N -2.23745 0.39389 -0.58328 -0.03 0.24 0.01 -0.02
N -3.26950 1.14478 -0.87743 0.24 0.00 -0.04 -0.01
P -0.12469 3.18373 -2.25812 0.11 0.06 -0.11 0.60
Se 1.85798 2.42310 -2.06673 -0.05 -0.10 0.03 0.26
C -0.21040 4.79265 -1.43318 0.07 0.05 0.04 -0.34
C -0.53368 5.98925 -2.06333 0.04 0.00 0.06 -0.10
C -0.51060 7.17838 -1.34303 0.02 -0.04 0.02 -0.07
C -0.15501 7.17365 -0.00229 0.06 -0.05 -0.06 -0.08
C 0.18387 5.98049 0.62583 0.11 0.01 -0.08 -0.08
C 0.15752 4.79454 -0.08607 0.06 0.01 -0.03 -0.11
C -0.44982 3.37243 -4.02835 0.06 -0.02 -0.02 -0.36
C 0.31385 4.28158 -4.76213 -0.04 -0.05 -0.02 -0.11
C 0.21446 4.31362 -6.14309 0.00 0.00 0.02 -0.08
C -0.61754 3.41514 -6.80111 0.01 0.00 0.02 -0.09
C -1.35471 2.49220 -6.07587 0.02 0.00 0.02 -0.08
C -1.27556 2.47069 -4.68988 -0.04 0.02 -0.01 -0.07
H -4.96934 6.24304 -2.05992 -0.02 0.01 0.02 0.11
H -4.72375 8.15826 -0.52106 0.01 -0.01 0.00 0.10
H -3.41520 7.90857 1.56696 0.00 -0.01 -0.01 0.10
H -2.33757 5.74080 2.09745 -0.02 -0.02 -0.04 0.11
H -2.55746 3.84177 0.55018 -0.03 0.03 0.03 0.11
H -2.76723 5.68575 -3.25606 -0.06 -0.01 -0.04 0.08
H -2.69146 6.35605 -5.63513 -0.03 -0.02 0.02 0.11
H -3.93997 5.04878 -7.32160 0.00 -0.02 0.02 0.10
H -5.23265 3.05296 -6.62803 0.01 0.01 0.02 0.10
H -5.29765 2.39035 -4.24069 -0.01 0.02 0.00 0.08
H -0.78960 6.00489 -3.11391 0.03 -0.01 0.02 0.08
H -0.76570 8.10857 -1.83674 -0.02 -0.02 0.02 0.10
H -0.14522 8.10232 0.55564 0.01 -0.01 -0.01 0.11
H 0.46667 5.95831 1.67091 -0.03 -0.01 -0.01 0.10
H 0.43212 3.86582 0.40213 -0.01 0.02 0.01 0.06
H 1.01234 4.93408 -4.25283 0.00 0.02 0.00 0.11
H 0.80363 5.02475 -6.70914 0.00 -0.01 0.01 0.10
H -0.67936 3.42795 -7.88272 -0.01 0.01 0.02 0.10
H -1.99116 1.78020 -6.58563 -0.01 0.02 0.01 0.11
H -1.84566 1.74349 -4.12434 0.00 0.01 -0.02 0.11
S 0.21136 3.18282 3.44819 -0.04 0.13 -0.10 0.50
C 0.54292 2.11190 2.26625 0.07 0.06 -0.09 -0.95
N 0.80314 1.37229 1.39371 -0.09 0.26 0.45 -0.08
S 3.93333 -2.02430 2.40527 -0.04 -0.05 -0.11 1.00
C 4.61456 -0.96057 1.11166 0.18 -0.15 -0.02 -1.00
N 4.41998 0.44079 1.38583 0.07 0.00 0.06 -0.06
C 5.38231 1.23708 0.63469 -0.01 -0.14 0.11 -0.24
C 6.74203 0.53201 0.78455 0.02 -0.02 0.03 -0.42
S 6.42786 -1.18536 1.32412 -0.04 0.11 -0.14 0.89
H 3.45777 0.73975 1.26488 -0.10 0.03 -0.04 0.09
H 5.40733 2.23779 1.06296 0.02 0.04 -0.04 0.12
H 5.13647 1.32609 -0.42748 -0.07 -0.06 -0.08 0.11
H 7.37843 1.01092 1.52573 -0.05 -0.01 0.03 0.07
H 7.26614 0.49591 -0.16699 0.05 0.07 0.00 0.07
C 3.01891 -3.98286 -9.05696 -0.05 -0.01 -0.01 -0.09
C 3.29496 -3.54235 -7.63851 -0.04 -0.01 0.02 -0.75
O 4.38214 -3.23337 -7.23635 -0.03 0.00 0.02 0.04
S 1.79801 -3.51363 -6.65380 0.02 0.02 -0.08 1.01
C 2.39710 -2.96981 -5.08081 0.04 0.03 0.01 -0.53
C 3.01982 -1.73413 -4.93850 -0.09 -0.03 0.01 -0.08
C 3.47073 -1.33395 -3.69547 -0.03 0.06 0.09 -0.01
C 3.29810 -2.16247 -2.58427 0.20 -0.19 0.07 -0.24
C 2.63342 -3.37991 -2.73026 -0.03 0.02 0.05 -0.01
C 2.18885 -3.78529 -3.97667 0.00 -0.01 0.05 -0.08
C 3.82555 -1.78735 -1.30019 -0.35 0.12 -0.42 0.00
C 4.19153 -1.42324 -0.21725 0.11 0.21 0.42 -0.09
H 3.96205 -4.18410 -9.55893 0.01 0.00 0.02 0.08
H 2.49101 -3.18461 -9.58227 0.01 -0.02 0.02 0.08
H 2.38487 -4.86987 -9.06942 0.01 0.03 -0.01 0.07
H 3.14889 -1.09299 -5.79901 0.01 0.02 0.00 0.11
H 3.93775 -0.36645 -3.56736 0.06 -0.02 -0.03 0.12
H 2.46270 -3.99849 -1.85836 0.02 -0.02 -0.04 0.13
H 1.67814 -4.73282 -4.09210 -0.01 0.02 0.01 0.11
```
Positions in Å, forces in eV/Å.

total charge: -1
F_max: 0.013 Eh/bohr
E_LUMO: 1.9507 eV
highest occupied orbital energy: -5.6 eV
energy: -273162.408 eV